{"formula": "C30H37BrFeGeN4OS", "method": "ωB97M-V/def2-TZVPD", "total_charge": 1, "multiplicity": 6, "e_homo_ev": [-9.7, -10.4], "s_squared": 8.76, "symbols": ["Fe", "N", "C", "C", "N", "H", "H", "H", "H", "H", "H", "H", "H", "C", "Ge", "C", "C", "C", "C", "C", "C", "C", "C", "C", "C", "C", "C", "C", "C", "C", "C", "H", "H", "H", "H", "H", "H", "H", "H", "H", "H", "H", "H", "H", "H", "H", "C", "C", "C", "N", "C", "S", "N", "C", "O", "C", "C", "C", "C", "C", "C", "H", "H", "H", "H", "H", "H", "H", "H", "H", "H", "H", "H", "H", "H", "Br"], "coordinates": [[0.324685, -0.335503, 0.114270], [0.540682, 0.210979, 2.166163], [-0.202544, -0.616356, 3.142498], [-0.093330, -2.052794, 2.681640], [-0.685394, -2.061527, 1.345250], [1.539294, 0.115973, 2.327041], [0.300762, 1.189360, 2.282633], [-1.249150, -0.307090, 3.125045], [0.170100, -0.510824, 4.164164], [-0.570189, -2.750049, 3.374717], [0.960104, -2.324804, 2.598477], [-1.671671, -1.813658, 1.410769], [-0.640091, -2.975947, 0.910409], [-0.170864, 3.133148, -0.084053], [-1.354690, 1.532297, 0.068270], [-2.830827, 1.804623, -1.245025], [-3.446795, 0.777517, -1.949455], [-4.537513, 1.038585, -2.767564], [-5.011227, 2.335474, -2.899761], [-4.392745, 3.367731, -2.209410], [-3.308032, 3.104941, -1.385380], [-2.233487, 1.708777, 1.850112], [-1.800847, 2.696279, 2.703985], [-2.408131, 2.904457, 3.958628], [-3.436381, 2.101900, 4.365095], [-3.892068, 1.046976, 3.540920], [-4.930969, 0.177625, 3.951472], [-5.322249, -0.868991, 3.165055], [-4.708620, -1.084559, 1.914880], [-3.716966, -0.247927, 1.483590], [-3.277211, 0.841089, 2.275287], [-0.716767, 4.056888, 0.107369], [0.239161, 3.175934, -1.092862], [0.670092, 3.073331, 0.608502], [-3.074268, -0.239149, -1.880211], [-5.016372, 0.232851, -3.309264], [-5.857973, 2.541808, -3.541072], [-4.757541, 4.381968, -2.311533], [-2.834840, 3.920210, -0.850772], [-0.991922, 3.355632, 2.408953], [-2.060513, 3.713189, 4.588756], [-3.906429, 2.256315, 5.328704], [-5.419272, 0.362691, 4.900597], [-6.109348, -1.535154, 3.492487], [-5.034056, -1.911208, 1.296089], [-3.252267, -0.396327, 0.513742], [5.678086, -5.254604, 0.102304], [4.446860, -4.615818, 0.739870], [3.368924, -4.250422, -0.280670], [3.644138, -3.033185, -1.039137], [3.166618, -1.829875, -0.729470], [2.511829, -1.507065, 0.783038], [3.301907, -0.874675, -1.711168], [2.733986, 0.387734, -1.758091], [2.011265, 0.824721, -0.882062], [3.097621, 1.138398, -2.981862], [3.584326, 2.437332, -2.880383], [4.006780, 3.105558, -4.017312], [3.921540, 2.496342, -5.261315], [3.399137, 1.214571, -5.368008], [2.998476, 0.529672, -4.233895], [6.366655, -5.594366, 0.874315], [6.209384, -4.547713, -0.537453], [5.391618, -6.121436, -0.495345], [4.729422, -3.722263, 1.298737], [3.994793, -5.317240, 1.443852], [2.418970, -4.103470, 0.228398], [3.251450, -5.059780, -1.003259], [4.148564, -3.140601, -1.907093], [3.804951, -1.134043, -2.547782], [3.650564, 2.915306, -1.911334], [4.419510, 4.101165, -3.927283], [4.246336, 3.022093, -6.148685], [3.312644, 0.738730, -6.335439], [2.556467, -0.456063, -4.331861], [-0.194163, -1.475658, -1.820841]], "atomic_forces_ev_per_a": [[0.23, -0.79, 0.21], [0.23, 0.43, 0.77], [0.00, -0.19, 0.27], [-0.07, 0.13, 0.11], [-0.01, 0.07, -0.34], [0.00, 0.23, 0.19], [-0.04, 0.12, 0.22], [0.12, 0.06, 0.06], [0.05, 0.17, -0.10], [-0.07, 0.13, 0.01], [-0.10, -0.18, 0.06], [-0.03, -0.07, -0.01], [0.09, 0.07, -0.17], [-0.05, -0.30, 0.01], [-0.91, 1.23, -0.28], [0.57, -0.19, 0.38], [-0.02, -0.09, -0.07], [-0.01, 0.02, -0.06], [0.02, -0.01, 0.03], [-0.04, 0.10, -0.02], [-0.04, -0.04, -0.04], [0.49, 0.09, -0.22], [-0.08, -0.07, -0.17], [-0.10, -0.03, 0.19], [0.13, 0.15, 0.04], [0.07, -0.09, -0.23], [-0.07, -0.08, -0.03], [-0.06, 0.06, 0.10], [0.13, -0.04, -0.07], [0.02, -0.04, -0.04], [-0.20, 0.05, 0.18], [-0.05, -0.03, 0.05], [-0.03, -0.05, 0.00], [0.03, 0.05, 0.02], [0.02, 0.01, 0.03], [0.02, -0.02, 0.00], [-0.01, 0.00, 0.01], [0.00, 0.00, 0.00], [-0.05, 0.03, 0.01], [-0.03, 0.06, -0.02], [-0.01, -0.03, 0.03], [-0.02, 0.01, -0.01], [0.04, -0.04, 0.03], [-0.02, 0.03, 0.01], [0.00, 0.01, -0.02], [-0.12, -0.04, -0.03], [-0.14, 0.08, 0.13], [0.05, -0.04, -0.25], [0.12, -0.16, 0.41], [-0.06, 0.29, -0.22], [0.10, -0.24, 0.17], [0.51, -0.49, -0.13], [-0.03, -0.01, -0.06], [0.11, -0.26, -0.13], [-0.41, 0.33, 0.24], [0.15, 0.07, -0.23], [-0.06, 0.02, 0.15], [0.05, 0.05, -0.02], [-0.09, -0.05, 0.06], [0.05, -0.02, -0.07], [-0.04, -0.04, 0.09], [0.08, 0.02, -0.06], [0.04, -0.03, -0.03], [0.05, -0.01, -0.03], [-0.08, -0.01, 0.08], [0.02, 0.03, 0.04], [-0.05, 0.04, -0.10], [-0.02, 0.06, -0.04], [-0.11, -0.02, -0.05], [0.02, 0.02, -0.03], [-0.01, -0.03, 0.02], [-0.04, 0.02, -0.01], [0.02, 0.01, 0.01], [-0.03, 0.03, -0.01], [0.03, -0.02, 0.02], [-0.24, -0.50, -1.03]]}

---

{"formula": "C35H37Cl24F4N3O3S", "method": "ωB97M-V/def2-TZVPD", "total_charge": 0, "multiplicity": 1, "e_homo_ev": -9.0, "symbols": ["C", "C", "C", "O", "O", "C", "C", "C", "C", "C", "C", "C", "C", "C", "C", "C", "C", "C", "C", "C", "C", "C", "C", "C", "N", "O", "C", "C", "F", "F", "C", "F", "F", "C", "N", "S", "N", "C", "H", "H", "H", "H", "H", "H", "H", "H", "H", "H", "H", "H", "H", "H", "H", "H", "H", "H", "H", "H", "H", "H", "H", "H", "H", "H", "H", "H", "H", "C", "Cl", "Cl", "Cl", "H", "C", "Cl", "Cl", "Cl", "H", "C", "Cl", "Cl", "Cl", "H", "C", "Cl", "Cl", "Cl", "H", "C", "Cl", "Cl", "Cl", "H", "C", "Cl", "Cl", "Cl", "H", "C", "Cl", "Cl", "Cl", "H", "C", "Cl", "Cl", "Cl", "H"], "coordinates": [[6.818800, 1.330678, 3.908573], [7.130629, 0.254719, 3.185839], [5.979420, -0.503681, 2.610655], [5.149884, -1.096474, 3.247803], [5.957604, -0.493924, 1.247686], [5.806000, 0.810005, 0.645257], [5.088918, 0.598897, -0.675813], [4.738917, 1.919091, -1.367456], [3.370060, 2.509456, -1.008496], [2.247414, 1.470042, -1.159856], [0.895287, 1.996187, -1.674243], [-0.151545, 2.222232, -0.610503], [-1.218387, 1.397096, -0.395141], [-1.295080, 0.159280, -1.263013], [-0.172775, -0.806574, -0.901916], [0.302276, -0.922909, 0.404618], [1.351816, -1.769673, 0.718244], [1.970024, -2.523340, -0.273629], [1.493639, -2.424784, -1.570571], [0.440659, -1.576505, -1.876562], [-2.228348, 1.670473, 0.608561], [-3.429906, 0.749393, 0.780323], [-3.168169, -0.757922, 0.998443], [-4.074192, -1.379763, 2.033744], [-4.222129, -2.766561, 1.942239], [-4.645917, -0.761260, 2.906157], [-2.129013, 2.775502, 1.418294], [-3.142039, 3.106420, 2.511164], [-2.874106, 4.301982, 3.067826], [-4.422698, 3.195751, 2.048397], [-3.087681, 2.079809, 3.673063], [-1.777434, 1.820336, 3.950475], [-3.617404, 2.642674, 4.777473], [-0.989054, 3.622807, 1.227087], [-0.662714, 4.725162, 1.927129], [0.676009, 5.314617, 1.326095], [0.982240, 4.255834, 0.156206], [-0.013680, 3.370496, 0.216466], [5.825804, 1.369080, 4.335149], [7.526437, 2.138641, 3.987389], [8.124371, -0.088307, 2.938716], [6.788371, 1.234236, 0.425437], [5.253172, 1.479851, 1.305174], [4.218205, -0.024975, -0.473876], [5.756525, 0.023980, -1.319202], [5.511814, 2.656048, -1.126183], [4.787797, 1.776310, -2.448328], [3.174834, 3.304242, -1.731042], [3.386018, 2.967231, -0.020985], [2.120659, 0.959094, -0.205023], [2.615467, 0.718911, -1.861348], [1.028485, 2.958363, -2.174407], [0.532960, 1.315660, -2.439450], [-1.154711, 0.434040, -2.307192], [-2.261084, -0.321252, -1.197104], [-0.124156, -0.349194, 1.218043], [1.736424, -1.834310, 1.727357], [2.804908, -3.156440, -0.010026], [1.976015, -3.021907, -2.326465], [0.114479, -1.523118, -2.908876], [-4.028290, 0.844572, -0.129404], [-4.073559, 1.074006, 1.583447], [-2.138548, -1.009091, 1.242631], [-3.381249, -1.284855, 0.068899], [-4.462289, -3.107560, 2.868808], [-3.357010, -3.228277, 1.679098], [-3.579203, 1.134787, 3.443643], [-7.067560, -3.862694, 0.879213], [-7.820260, -4.682004, 2.250694], [-6.334572, -5.034931, -0.213930], [-8.239778, -2.848109, 0.034654], [-6.278305, -3.225932, 1.259229], [-7.742088, 0.363875, 2.433129], [-6.382423, 1.435284, 2.139352], [-8.493803, 0.695837, 3.992855], [-8.922874, 0.444350, 1.127910], [-7.352234, -0.646488, 2.457094], [2.910644, -0.938748, -5.603668], [1.316557, -0.392834, -6.131656], [4.122639, 0.319037, -5.859017], [2.837947, -1.416785, -3.905830], [3.190981, -1.801836, -6.192421], [-2.526210, 0.230775, -7.816599], [-1.733603, 1.223587, -9.038380], [-1.733656, 0.426085, -6.248654], [-4.239815, 0.616497, -7.705387], [-2.431636, -0.805746, -8.111550], [-7.601042, -1.284730, -9.812946], [-8.067331, -0.333756, -11.221497], [-5.930965, -1.835549, -9.953278], [-7.833795, -0.360460, -8.327977], [-8.239274, -2.156666, -9.768836], [9.771861, -0.426735, 6.588883], [11.190066, 0.568508, 6.248466], [9.232864, -0.198440, 8.253968], [8.464819, -0.056632, 5.439970], [10.052932, -1.464490, 6.467356], [5.682948, 5.086102, 3.728026], [4.363222, 5.065998, 2.563265], [5.257790, 4.128269, 5.147519], [7.164142, 4.483227, 2.976116], [5.854316, 6.103833, 4.051298], [-4.789503, -9.041799, 0.905718], [-5.743420, -7.657922, 1.435371], [-3.669960, -9.561278, 2.168480], [-5.834006, -10.374154, 0.410146], [-4.205628, -8.737920, 0.047461]], "atomic_forces_ev_per_a": [[0.15, -0.42, -0.89], [-1.11, 0.12, -0.47], [0.08, -0.80, 0.65], [0.18, 0.20, -0.32], [-0.26, 0.11, 0.28], [0.19, -0.15, -0.65], [0.15, 0.01, 0.17], [0.00, 0.01, 0.23], [0.00, -0.11, -0.53], [0.38, 0.16, 0.23], [-0.11, 0.21, 0.04], [0.33, 0.07, -0.26], [-0.39, 0.01, -0.20], [0.46, -0.06, 0.24], [-0.17, -0.14, 0.17], [-0.01, -0.15, 0.24], [0.30, -0.16, -0.10], [-0.33, 0.29, 0.21], [0.20, -0.35, 0.54], [-0.07, -0.20, -0.23], [-0.04, -0.09, 0.53], [0.33, -0.30, -0.48], [-0.45, 0.15, -0.51], [0.17, -0.05, 0.46], [0.73, 0.12, 0.70], [0.08, -0.16, -0.19], [0.09, 0.18, -0.32], [0.71, -0.10, 0.41], [-0.09, 0.15, -0.09], [0.22, 0.02, -0.17], [0.09, 0.04, 0.00], [0.07, 0.04, -0.07], [-0.24, -0.14, -0.04], [0.36, 0.71, 0.35], [-0.35, -0.04, 0.19], [0.22, -0.05, -0.21], [-0.09, 0.22, 0.20], [-0.53, -0.73, -0.09], [-0.16, 0.58, -0.33], [0.05, -0.14, 0.90], [0.07, 0.56, -0.69], [0.07, 0.12, 0.31], [-0.03, -0.01, 0.08], [-0.10, 0.03, -0.17], [-0.02, -0.13, 0.01], [0.06, 0.03, -0.08], [-0.09, -0.05, -0.04], [0.04, 0.23, 0.16], [-0.09, -0.01, 0.07], [-0.14, -0.14, -0.06], [-0.16, -0.08, -0.05], [0.19, 0.02, -0.02], [-0.07, -0.02, 0.03], [-0.19, 0.02, -0.05], [-0.13, -0.08, -0.04], [-0.05, 0.22, -0.11], [-0.12, 0.09, 0.10], [0.04, -0.08, -0.13], [-0.18, -0.12, -0.12], [-0.09, 0.13, -0.01], [-0.12, 0.03, 0.04], [0.16, 0.07, -0.14], [0.10, 0.07, 0.19], [0.10, -0.21, 0.00], [-0.34, -0.09, -0.08], [-0.17, -0.03, -0.50], [-0.17, 0.09, 0.17], [-0.14, 0.05, -0.10], [0.02, 0.00, 0.05], [-0.05, 0.35, -0.17], [0.07, -0.06, 0.04], [-0.03, -0.08, -0.07], [0.15, -0.23, 0.02], [-0.82, 0.29, -0.01], [0.00, 0.01, -0.02], [-0.09, 0.15, -0.04], [-0.03, -0.02, 0.08], [0.03, 0.15, 0.06], [0.17, -0.07, -0.02], [-0.01, -0.04, 0.00], [0.33, 0.22, -0.55], [0.00, -0.01, 0.00], [-0.05, 0.09, -0.01], [0.02, -0.03, -0.01], [-0.16, 0.02, 0.01], [0.01, -0.01, 0.02], [0.01, -0.01, 0.01], [0.04, 0.08, 0.00], [-0.01, -0.02, 0.00], [-0.01, -0.06, -0.03], [-0.01, -0.02, 0.01], [0.00, -0.01, 0.01], [-0.15, 0.04, 0.00], [0.01, -0.02, -0.01], [0.00, -0.02, -0.02], [0.99, -0.42, 1.22], [0.00, 0.00, 0.00], [-0.05, -0.20, 0.00], [-0.07, 0.07, -0.07], [0.02, 0.11, 0.07], [0.03, 0.29, -0.06], [0.00, 0.02, -0.05], [-0.04, -0.05, 0.11], [0.10, -0.30, 0.12], [0.02, 0.01, -0.02], [0.01, 0.01, -0.02], [0.01, 0.00, -0.01]]}

---

{"formula": "C4H7N4", "method": "ωB97M-V/def2-TZVPD", "total_charge": 1, "multiplicity": 1, "e_homo_ev": -15.4, "symbols": ["C", "C", "C", "C", "N", "N", "N", "N", "H", "H", "H", "H", "H", "H", "H"], "coordinates": [[-2.011137, -1.664850, -2.236790], [-0.055879, -1.664996, -1.484155], [0.396815, 0.615612, 1.229097], [2.122243, 2.183577, 2.270210], [-0.827138, -2.161225, -2.470464], [-2.023637, -0.855540, -1.157888], [-0.744808, -0.844390, -0.671068], [1.130881, 1.394630, 1.737546], [-2.845780, -1.560780, -3.025659], [1.021918, -1.827721, -1.283543], [-2.808294, -0.539735, -0.681946], [-0.526032, -0.207798, 0.165568], [2.539837, 1.536111, 3.205159], [1.683600, 3.086666, 2.852523], [2.947410, 2.510437, 1.551410]], "atomic_forces_ev_per_a": [[-1.95, 1.66, -1.67], [0.28, 0.65, 0.90], [2.29, 3.07, 2.06], [2.18, 1.14, 4.14], [1.09, 0.01, 0.54], [2.41, -1.48, -1.63], [-1.72, -1.00, -1.03], [-3.07, -3.16, -2.75], [1.19, -0.92, 1.72], [-0.96, -0.03, -0.49], [-1.40, 1.05, 1.16], [0.82, -0.52, -0.05], [-0.38, 1.51, -2.39], [0.58, -1.31, -1.45], [-1.36, -0.68, 0.94]]}

---

{"formula": "C6H21NO5", "method": "ωB97M-V/def2-TZVPD", "total_charge": 0, "multiplicity": 1, "smiles": "COCCNCCOC.O.O.O", "e_homo_ev": -8.9, "symbols": ["C", "O", "C", "C", "N", "C", "C", "O", "C", "H", "H", "H", "H", "H", "H", "H", "H", "H", "H", "H", "H", "H", "H", "H", "O", "H", "H", "O", "H", "H", "O", "H", "H"], "coordinates": [[-2.268356, -0.527388, 2.153718], [-1.619161, 0.255912, 1.147913], [-2.615860, 0.986979, 0.386615], [-1.797639, 1.753132, -0.747162], [-1.188479, 0.741840, -1.647671], [-0.309854, 1.390532, -2.632084], [1.121967, 1.684871, -2.087968], [1.865490, 0.484974, -2.114335], [3.148218, 0.609849, -1.474276], [-2.969481, 0.088966, 2.716410], [-1.580047, -1.003248, 2.852213], [-2.863438, -1.347386, 1.751753], [-3.041740, 1.687639, 1.104819], [-3.420118, 0.360530, 0.000845], [-1.001146, 2.338599, -0.287890], [-2.508051, 2.362734, -1.305564], [-0.562173, 0.197975, -1.071428], [-0.645676, 2.355074, -3.012850], [-0.207437, 0.706526, -3.474558], [1.026549, 2.130688, -1.097899], [1.726261, 2.380203, -2.670577], [2.898178, 0.877731, -0.447716], [3.702359, 1.443358, -1.905896], [3.678630, -0.337141, -1.374422], [0.866799, -1.169878, 1.566308], [0.508627, -1.927973, 2.028073], [0.100997, -0.640234, 1.344356], [-0.749880, -3.573312, 2.724354], [-0.143925, -4.117424, 2.221365], [-0.716827, -3.933543, 3.610564], [3.552962, -1.965983, 0.652043], [3.274735, -2.691476, 0.093041], [2.737518, -1.603127, 0.997906]], "atomic_forces_ev_per_a": [[-0.39, -0.03, 0.07], [-0.96, -0.70, 0.09], [2.16, 1.12, -0.28], [-0.87, -2.09, 0.77], [-0.27, 1.35, 0.04], [1.52, -0.02, -0.03], [-0.13, -0.58, -0.63], [0.40, -0.85, 0.27], [-1.53, 0.49, 0.84], [0.05, 0.24, 0.19], [0.37, 0.41, -0.24], [0.01, -0.05, -0.49], [-0.25, 0.33, -0.17], [0.27, -0.29, -0.22], [-0.30, 0.45, 0.29], [0.20, 0.15, -0.05], [-0.04, -0.47, 0.13], [-0.73, -0.13, 0.13], [0.08, 0.13, -0.14], [0.16, -0.18, 0.51], [-0.48, 0.58, -0.42], [0.40, 0.23, 0.37], [0.36, -0.21, -0.24], [-0.15, 0.10, -0.70], [0.65, -0.14, 0.00], [-0.22, -0.28, 0.27], [-0.35, 0.43, -0.29], [-0.02, 0.31, -0.12], [0.12, -0.27, -0.22], [-0.01, -0.06, 0.30], [0.59, -0.15, -0.04], [-0.05, -0.13, -0.14], [-0.61, 0.30, 0.16]]}